(1)
The following is a quantum chemistry calculation of an isolated molecule of C16H14N2S2 in a non-equilibrium geometry, from the OMol25 dataset.

Results
**LUMO level**: 0.217 eV
**Relative energy (zero: lowest compared OMol25 entry of this formula, charge and spin)**: 2.870 eV
**Kohn-Sham gap**: 8.61 eV
**Charge**: 0
**Multiplicity**: 1
**SMILES**: Cc1ccc(CSc2ccc(-c3cccs3)nn2)cc1
**Max |F|**: 0.070 Eh/bohr

Each line ends with the Löwdin charge.
Atoms and positions in Å:
S -5.15078 -1.14681 4.36808  1.01
S 0.88554 -1.18913 0.64027  0.91
N -2.82747 -1.59703 2.55312  0.07
N -1.51925 -1.85721 2.09109  0.03
C 4.48986 1.20108 -2.43101  -0.02
C -6.47518 0.00233 4.54315  -0.44
C 6.25366 -0.04995 -3.68807  -0.07
C -3.52458 -0.55756 2.11759  -0.35
C 1.37490 0.22393 -0.48284  -0.40
C 3.36555 1.22881 -1.62223  -0.05
C 4.98116 -0.08227 -2.91671  -0.27
C -5.56722 0.79296 2.56933  -0.11
C -0.89384 -1.06843 1.17285  -0.51
C -3.09707 0.12157 1.00002  0.00
C -6.68245 0.93321 3.57810  -0.13
C 3.02458 -1.08054 -1.96579  -0.04
C -4.73845 -0.21023 2.83796  -0.45
C 4.18449 -1.18152 -2.73490  -0.05
C 2.68138 0.05834 -1.21621  -0.25
C -1.75860 -0.06837 0.61959  -0.05
H -3.66475 0.81227 0.40244  0.11
H 4.30376 -2.06735 -3.30312  0.10
H 6.38946 0.81575 -4.34231  0.08
H 6.18683 -0.96585 -4.31731  0.08
H 4.93488 2.14740 -2.71342  0.11
H -7.16038 -0.14130 5.31594  0.04
H 2.35668 -1.95205 -1.84845  0.11
H -7.47831 1.66843 3.65249  0.10
H 3.02297 2.21629 -1.44682  0.10
H 0.53207 0.34628 -1.11140  0.06
H 7.17740 -0.07622 -3.03798  0.10
H 1.30624 0.93087 0.25913  0.04
H -1.35201 0.38451 -0.20683  0.05
H -5.56108 1.40779 1.66426  0.11

Atoms 1-3, force components in eV/Å:
S -0.561 2.557 -1.981
S -0.641 -1.880 0.900
N 2.940 -0.066 -0.569

(2)
The following is a quantum chemistry calculation of a structure of composition C16H14NO8S5Tc in a non-equilibrium geometry, from the OMol25 dataset.

Results
**LUMO level (alpha / beta)**: 2.276 / 1.146 eV
**Relative energy (zero: lowest compared OMol25 entry of this formula, charge and spin)**: 0.885 eV
**Kohn-Sham gap (alpha / beta)**: 6.96 / 5.88 eV
**Charge**: -1
**Multiplicity**: 4
**Max |F|**: 0.105 Eh/bohr

Each line ends with the Löwdin charge.
Atoms and positions in Å:
Tc 0.06241 0.79772 -0.39817  1.03
S 4.81322 -0.12218 -0.23186  0.93
S 0.43627 -0.56357 -2.29980  0.58
S 1.97363 -0.54426 0.26355  0.52
S 4.44224 2.44917 -1.65478  0.92
S 1.46526 2.40492 -1.30145  0.57
O -1.87134 -6.79340 -2.22963  0.05
O -2.90771 3.47439 -0.93721  0.07
O 2.48139 4.13313 2.62242  -0.06
O 6.44677 2.03346 -0.01648  -0.06
O -1.39531 -1.16875 2.85097  0.06
O -3.67964 -5.98822 -1.08703  0.09
O -1.61464 1.61551 -1.08140  -0.25
O -1.12735 -0.41516 0.70634  -0.23
N -0.48587 2.02580 1.39468  -0.26
C -1.86667 -4.47584 -2.01068  -0.13
C -2.48345 -5.83151 -1.75763  -0.43
C -1.09662 -0.31098 2.02242  -0.60
C 5.50762 1.48858 -0.58004  -0.95
C 3.22027 0.40925 -0.48060  -1.16
C -0.56846 -4.33989 -2.68823  0.00
C 0.11145 -3.15480 -2.62517  -0.13
C -1.87633 2.60212 1.04115  -0.06
C -1.80133 -2.07402 -1.56427  -0.10
C 0.27491 3.17514 1.84314  -0.20
C -2.47796 -3.29848 -1.54739  -0.03
C -0.48364 -2.03350 -2.00488  -0.62
C -2.19285 2.61901 -0.43518  -0.59
C 1.73983 2.93280 2.42298  -0.22
C -0.58437 1.02949 2.47577  -0.13
C 3.00932 1.70234 -1.13674  -1.17
H -2.30480 -1.16864 -1.30480  0.09
H -0.34872 3.73057 2.54362  0.12
H -0.31179 -5.28841 -3.21872  0.12
H -2.10420 3.61203 1.39903  0.13
H 1.11680 -2.95950 -2.94281  0.08
H 2.27754 2.12168 1.78824  0.12
H 1.54916 2.48321 3.43508  0.11
H -2.60141 1.90767 1.55689  0.15
H -3.96883 -5.16640 -0.68552  0.08
H -1.10526 1.38901 3.33303  0.13
H -3.55200 -3.38386 -1.25793  0.12
H 0.35070 3.81013 0.94440  0.10
H 3.09148 4.24667 1.89074  0.08
H 0.44029 0.88756 2.94395  0.14

Atoms 1-3, force components in eV/Å:
Tc 0.347 -1.138 -0.537
S 1.506 0.182 0.033
S -0.779 0.560 0.020